# 1
{
  "formula": "C17H34BCdClFN4O9PS2",
  "method": "ωB97M-V with the def2-TZVPD basis set",
  "e_lumo_ha": -0.4125,
  "e_homo_ev": -13.18,
  "multiplicity": 1,
  "charge": 2,
  "species": ["C", "C", "O", "C", "O", "C", "N", "C", "C", "C", "C", "C", "C", "C", "C", "F", "C", "C", "C", "C", "S", "O", "O", "Cl", "N", "S", "N", "C", "O", "B", "O", "O", "P", "N", "O", "O", "H", "H", "H", "H", "H", "H", "H", "H", "H", "H", "H", "H", "H", "H", "H", "H", "H", "H", "H", "H", "H", "H", "H", "H", "H", "H", "H", "H", "H", "H", "H", "H", "H", "H", "Cd"],
  "xyz": [[1.590, -4.915, 1.101], [2.075, -3.448, 1.209], [1.250, -2.661, 0.353], [1.726, -1.442, -0.021], [0.846, -0.617, -0.700], [-0.559, -0.629, -0.312], [-0.700, -0.821, 1.092], [-1.470, -0.298, 1.957], [-0.846, 0.390, 3.179], [-2.982, -0.429, 2.032], [-1.183, -1.854, -1.105], [-1.891, -2.878, -0.188], [-2.043, -1.670, -2.368], [-3.578, -1.575, -2.165], [-0.985, 0.825, -0.767], [-0.484, 0.903, -2.050], [-0.194, 1.931, -0.057], [-0.027, 3.212, -0.916], [0.598, 4.347, -0.078], [1.992, 3.955, 0.428], [2.875, 5.383, 1.042], [1.960, 6.157, 1.808], [3.562, 5.986, -0.046], [4.275, 4.528, 2.250], [-2.480, 0.992, -0.893], [-3.306, 2.196, 0.045], [-2.818, 1.326, -2.258], [-4.064, 1.435, -2.427], [-5.187, 1.362, -2.628], [2.548, -0.598, 1.114], [2.249, -0.691, 2.437], [3.544, 0.301, 0.732], [3.064, -1.821, -1.436], [2.607, -3.098, -2.207], [4.501, -2.012, -0.780], [3.166, -0.543, -2.406], [2.422, -5.611, 1.140], [1.073, -5.002, 0.144], [0.855, -5.090, 1.884], [1.975, -3.153, 2.255], [3.139, -3.431, 0.958], [0.096, 0.832, 2.861], [-0.661, -0.308, 3.997], [-1.482, 1.217, 3.503], [-3.189, -1.450, 2.361], [-3.517, -0.189, 1.114], [-3.380, 0.216, 2.820], [-0.321, -2.433, -1.453], [-1.224, -3.264, 0.580], [-2.849, -2.533, 0.195], [-2.114, -3.730, -0.837], [-1.736, -0.877, -3.050], [-1.919, -2.585, -2.952], [-3.975, -2.580, -2.028], [-3.879, -0.986, -1.295], [-4.065, -1.164, -3.051], [-0.591, 2.221, 0.920], [0.830, 1.614, 0.127], [-0.973, 3.532, -1.358], [0.696, 2.980, -1.698], [-0.068, 4.583, 0.754], [0.742, 5.209, -0.737], [2.575, 3.383, -0.296], [1.854, 3.289, 1.288], [-2.820, 2.151, 1.310], [2.153, 0.172, 2.853], [3.158, 0.893, 0.072], [2.442, -2.907, -3.193], [4.763, -2.946, -0.809], [3.629, 0.198, -1.989], [-3.228, 4.620, -1.326]]
}



# 2
{
  "formula": "C17H34IrN3O2Se2Si",
  "method": "ωB97M-V with the def2-TZVPD basis set",
  "e_lumo_ha": [0.0109, -0.0515],
  "e_homo_ev": [-5.64, -7.23],
  "de_lowest_kcal_mol": 7.2,
  "multiplicity": 5,
  "species": ["Ir", "O", "C", "C", "C", "O", "C", "Se", "C", "Se", "H", "H", "H", "H", "H", "H", "H", "H", "H", "H", "N", "C", "C", "C", "N", "H", "H", "H", "H", "H", "H", "H", "H", "H", "H", "C", "Si", "C", "C", "N", "C", "C", "C", "C", "C", "C", "H", "H", "H", "H", "H", "H", "H", "H", "H", "H", "H", "H", "H", "H"],
  "xyz": [[-0.424, 0.059, 0.397], [-1.618, -1.366, 2.220], [-1.536, -1.062, 3.622], [-1.594, 0.441, 3.852], [-2.045, 0.581, 5.317], [-2.179, 1.931, 5.747], [-0.228, 1.172, 3.702], [1.150, 0.344, 2.579], [-2.670, 1.088, 2.967], [-2.139, 1.679, 1.176], [-1.384, -2.290, 2.094], [-0.609, -1.453, 4.040], [-2.384, -1.538, 4.127], [-1.337, 0.039, 5.953], [-3.027, 0.126, 5.446], [-1.324, 2.365, 5.676], [0.246, 1.285, 4.679], [-0.391, 2.165, 3.295], [-3.038, 1.986, 3.451], [-3.515, 0.409, 2.828], [1.379, 1.355, -0.464], [2.397, 0.758, -1.353], [3.004, -0.518, -0.788], [2.133, -1.758, -0.951], [1.076, -1.827, 0.076], [0.930, 2.145, -0.912], [1.796, 1.685, 0.400], [3.192, 1.478, -1.545], [1.922, 0.534, -2.303], [3.259, -0.373, 0.272], [3.942, -0.698, -1.315], [2.762, -2.648, -0.920], [1.643, -1.742, -1.925], [1.489, -1.904, 1.001], [0.505, -2.651, -0.080], [-2.024, 2.665, -1.964], [-1.397, 1.146, -2.836], [-2.702, 0.555, -4.048], [0.055, 1.754, -3.863], [-1.057, -0.101, -1.686], [-1.125, -1.455, -2.043], [-1.721, -2.394, -1.173], [-1.747, -3.755, -1.461], [-1.204, -4.237, -2.645], [-0.647, -3.330, -3.540], [-0.604, -1.971, -3.248], [-2.240, 3.449, -2.704], [-1.298, 3.076, -1.247], [-2.947, 2.451, -1.413], [-3.489, 1.310, -4.157], [-3.168, -0.371, -3.694], [-2.286, 0.359, -5.044], [-0.342, 2.414, -4.646], [0.607, 0.946, -4.361], [0.771, 2.348, -3.279], [-2.211, -2.011, -0.282], [-2.220, -4.442, -0.766], [-1.244, -5.294, -2.884], [-0.224, -3.687, -4.475], [-0.139, -1.281, -3.951]]
}



# 3
{
  "formula": "C17H34N4O7S",
  "method": "ωB97M-V with the def2-TZVPD basis set",
  "e_lumo_ha": 0.0150,
  "e_homo_ev": -9.07,
  "multiplicity": 1,
  "species": ["C", "C", "C", "C", "C", "C", "N", "O", "O", "S", "O", "O", "O", "C", "C", "C", "C", "C", "N", "H", "H", "H", "H", "H", "H", "H", "H", "H", "H", "H", "H", "H", "H", "H", "H", "H", "H", "H", "H", "C", "O", "N", "C", "C", "H", "H", "H", "H", "H", "H", "H", "C", "O", "N", "C", "C", "H", "H", "H", "H", "H", "H", "H"],
  "xyz": [[3.523, -0.682, 5.256], [3.160, -0.735, 3.980], [1.770, -1.071, 3.526], [0.871, 0.183, 3.526], [0.912, 1.131, 2.322], [-0.251, 0.954, 1.359], [-0.448, 1.959, 0.355], [-1.001, 0.021, 1.430], [1.128, -1.963, 4.511], [0.031, -2.872, 3.776], [-1.272, -2.404, 4.071], [0.372, -4.230, 4.015], [0.404, -2.493, 2.272], [1.774, -2.030, 2.337], [2.478, -1.741, 1.009], [1.569, -1.617, -0.221], [2.226, -0.890, -1.403], [2.637, 0.543, -1.063], [2.775, 1.371, -2.274], [4.326, -0.020, 5.553], [3.064, -1.318, 6.002], [3.895, -0.509, 3.214], [-0.162, -0.093, 3.724], [1.211, 0.754, 4.391], [1.868, 1.107, 1.794], [0.822, 2.156, 2.701], [0.157, 1.806, -0.444], [-0.233, 2.870, 0.751], [2.310, -2.896, 2.744], [3.138, -2.592, 0.839], [3.128, -0.871, 1.119], [0.635, -1.124, 0.057], [1.289, -2.621, -0.544], [3.113, -1.464, -1.685], [1.511, -0.874, -2.219], [1.862, 0.993, -0.440], [3.572, 0.516, -0.489], [3.728, 1.321, -2.616], [2.641, 2.343, -2.019], [-4.474, 3.461, -0.782], [-3.531, 4.227, -0.701], [-4.712, 2.446, 0.068], [-5.853, 1.569, -0.077], [-3.782, 2.232, 1.167], [-5.232, 3.542, -1.581], [-6.491, 1.617, 0.808], [-5.528, 0.536, -0.214], [-6.438, 1.869, -0.944], [-3.745, 3.125, 1.794], [-2.785, 2.045, 0.774], [-4.108, 1.382, 1.762], [0.565, -1.781, -5.226], [1.439, -1.648, -4.391], [-0.539, -1.011, -5.286], [-1.556, -1.192, -6.299], [-0.698, 0.035, -4.288], [0.607, -2.549, -6.016], [-1.667, -0.286, -6.899], [-2.519, -1.426, -5.840], [-1.275, -2.013, -6.956], [0.136, 0.736, -4.333], [-0.720, -0.396, -3.286], [-1.631, 0.564, -4.472]]
}



# 4
{
  "formula": "C17H34N5O6",
  "method": "ωB97M-V with the def2-TZVPD basis set",
  "e_lumo_ha": -0.1079,
  "e_homo_ev": -11.34,
  "multiplicity": 1,
  "charge": 1,
  "species": ["C", "C", "C", "O", "O", "C", "C", "N", "C", "N", "C", "C", "C", "C", "C", "O", "O", "N", "H", "H", "H", "H", "H", "H", "H", "H", "H", "H", "H", "H", "H", "H", "H", "H", "H", "H", "H", "H", "C", "O", "N", "C", "C", "H", "H", "H", "H", "H", "H", "H", "C", "O", "N", "C", "C", "H", "H", "H", "H", "H", "H", "H"],
  "xyz": [[-1.174, -7.508, -1.479], [-0.420, -6.119, -1.160], [-0.119, -5.247, -2.497], [-0.962, -5.263, -3.424], [1.101, -4.517, -2.511], [1.232, -3.702, -3.702], [0.303, -2.397, -3.726], [0.904, -1.217, -2.989], [0.380, -0.724, -1.863], [0.829, 0.433, -1.068], [-0.071, 0.779, 0.093], [-0.811, -0.669, 0.262], [0.080, -1.350, 1.411], [-0.370, -2.837, 1.839], [0.945, -3.792, 1.736], [1.402, -4.384, 2.747], [1.518, -3.944, 0.425], [-0.785, -1.213, -1.127], [-2.269, -7.521, -1.130], [-1.126, -7.717, -2.604], [-0.610, -8.351, -0.938], [-0.978, -5.496, -0.378], [0.627, -6.403, -0.760], [1.025, -4.284, -4.671], [2.326, -3.330, -3.718], [0.250, -2.050, -4.829], [-0.774, -2.565, -3.392], [1.747, -0.743, -3.352], [0.687, 1.204, -1.743], [-0.754, 1.689, 0.023], [0.699, 0.868, 0.953], [-1.923, -0.576, 0.538], [-0.049, -0.686, 2.350], [1.205, -1.273, 1.148], [-0.639, -2.821, 2.945], [-1.155, -3.317, 1.161], [0.785, -3.684, -0.179], [-0.862, -2.240, -1.097], [1.286, 1.869, 4.157], [1.518, 1.003, 3.326], [0.817, 3.117, 3.884], [0.567, 4.091, 4.927], [0.559, 3.482, 2.505], [1.447, 1.694, 5.233], [-0.488, 4.375, 4.903], [1.188, 4.972, 4.748], [0.804, 3.680, 5.910], [-0.181, 2.797, 2.089], [1.487, 3.389, 1.932], [0.191, 4.501, 2.442], [-0.894, 5.735, 0.667], [-1.363, 4.695, 1.101], [-0.937, 6.136, -0.634], [-0.354, 7.390, -1.072], [-1.584, 5.284, -1.612], [-0.380, 6.456, 1.324], [-1.137, 8.010, -1.514], [0.415, 7.183, -1.820], [0.096, 7.925, -0.235], [-2.628, 5.136, -1.323], [-1.084, 4.312, -1.628], [-1.539, 5.736, -2.603]]
}



no.,calculated total energy (eV)
1,-93986.0501
2,-168154.1988
3,-49306.5063
4,-37907.3923